# 1
# C4H4O

A single C4H4O molecule (ωB97M-V/def2-TZVPD, the Open Molecules 2025 dataset).

Geometry as XYZ:
```
9
Properties=species:S:1:pos:R:3:mulliken_charge:R:1
C -1.62430 -0.21307 0.46969 -0.194
C -0.26665 -0.49100 0.10932 0.534
O -1.06665 -1.56075 0.37078 -0.405
C 0.89905 -0.09174 -0.27337 0.033
C 1.89599 0.54252 -0.83145 -0.852
H 1.84086 0.76326 -1.89487 0.232
H -1.86914 0.12106 1.47405 0.210
H -2.32199 0.04722 -0.32406 0.199
H 2.76902 0.89330 -0.28829 0.242
```

Calculated values
Largest force on an atom ... 0.39 eV/A
E_tot ... -6256.5103 eV
Frontier orbital gap ... 10.2 eV
LUMO level ... 1.016 eV
Highest occupied orbital energy ... -9.14 eV

=====

# 2
# C3H10NS

2 unconnected molecules or ions with the total composition C3H10NS (ωB97M-V/def2-TZVPD, the Open Molecules 2025 dataset).

Geometry as XYZ:
```
15
Properties=species:S:1:pos:R:3:mulliken_charge:R:1
C -1.61008 -1.84675 -0.25575 -0.783
S -1.35041 -0.92396 -1.85656 -0.701
H -1.58193 -2.86944 -0.63766 0.176
H -0.96291 -1.64763 0.58977 0.222
H -2.66366 -1.71760 0.01253 0.223
C 1.63315 0.03991 -0.06539 -0.677
N 0.79513 1.17209 -0.46520 -0.420
C 0.15072 1.81645 0.73268 -0.778
H 2.28682 0.34442 0.75391 0.383
H 1.12908 -0.90897 0.11992 0.159
H 2.28908 -0.13717 -0.92878 0.244
H -0.01822 0.78171 -0.96775 0.097
H -0.92759 1.89229 0.55478 0.312
H 0.60758 2.80427 0.78504 0.259
H 0.22324 1.20037 1.62848 0.284
```

Calculated values
Total charge ... -1
Largest force on an atom ... 2.16 eV/A
E_tot ... -15598.4388 eV
Frontier orbital gap ... 6.6 eV
LUMO level ... 4.186 eV
Highest occupied orbital energy ... -2.38 eV

=====

> Which value of LUMO level does entry 2 give?

4.186 eV

=====

What did the second record say?
# C3H10NS

2 unconnected molecules or ions with the total composition C3H10NS (ωB97M-V/def2-TZVPD, the Open Molecules 2025 dataset).

Geometry as XYZ:
```
15
Properties=species:S:1:pos:R:3:mulliken_charge:R:1
C -1.61008 -1.84675 -0.25575 -0.783
S -1.35041 -0.92396 -1.85656 -0.701
H -1.58193 -2.86944 -0.63766 0.176
H -0.96291 -1.64763 0.58977 0.222
H -2.66366 -1.71760 0.01253 0.223
C 1.63315 0.03991 -0.06539 -0.677
N 0.79513 1.17209 -0.46520 -0.420
C 0.15072 1.81645 0.73268 -0.778
H 2.28682 0.34442 0.75391 0.383
H 1.12908 -0.90897 0.11992 0.159
H 2.28908 -0.13717 -0.92878 0.244
H -0.01822 0.78171 -0.96775 0.097
H -0.92759 1.89229 0.55478 0.312
H 0.60758 2.80427 0.78504 0.259
H 0.22324 1.20037 1.62848 0.284
```

Calculated values
Total charge ... -1
Largest force on an atom ... 2.16 eV/A
E_tot ... -15598.4388 eV
Frontier orbital gap ... 6.6 eV
LUMO level ... 4.186 eV
Highest occupied orbital energy ... -2.38 eV